Model 1:
The following is a quantum chemistry calculation of C23H28N7OSTeTi as an isolated structure, from the Open Molecules 2025 dataset.

Last column: Löwdin spin population.
Atoms and positions in Å:
Ti  1.19012  0.79362  0.78740  1.6104
N  4.88968  0.51185  3.13276  -0.0024
C  3.67819  0.90709  2.58644  0.0000
S  3.69556  1.41680  0.93007  0.0214
N  2.66148  0.89448  3.39822  0.0074
N  1.48954  1.30366  2.77172  0.0038
C  0.69090  1.99029  3.49533  0.0818
C  -0.44706  2.73459  2.96786  0.0069
C  -1.34033  3.30323  3.88263  0.0144
C  -2.39262  4.10868  3.49244  -0.0009
C  -2.54601  4.38846  2.12978  0.0175
C  -1.67415  3.86519  1.20373  -0.0024
C  -0.60794  3.00106  1.57386  0.0193
O  0.17845  2.54082  0.66058  0.0259
H  5.51799  0.13814  2.43969  0.0001
H  4.77076  -0.09030  3.93484  -0.0002
H  0.91236  2.08055  4.55970  0.0048
H  -1.18506  3.10046  4.93809  0.0004
H  -3.06703  4.53011  4.22657  -0.0006
H  -3.35294  5.03431  1.79951  0.0014
H  -1.77677  4.08488  0.14760  -0.0005
C  -1.41349  -1.69268  -3.79339  0.0004
C  -0.77082  -2.22735  -2.52964  0.0007
N  -0.34089  -1.09803  -1.73754  0.0075
C  0.29803  -0.01568  -2.28353  0.0087
N  0.89476  0.81208  -1.49008  0.0162
C  1.44198  2.02083  -2.08352  0.0074
C  2.08531  1.70359  -3.42120  0.0011
C  1.01265  1.14818  -4.33612  0.0005
N  0.19611  0.15482  -3.64901  0.0030
C  -0.38476  -0.85115  -4.51907  0.0004
H  -2.27775  -1.07957  -3.52660  0.0000
H  -1.74997  -2.50369  -4.44131  0.0001
H  0.06478  -2.89459  -2.78633  0.0003
H  -1.47297  -2.81077  -1.93325  0.0000
H  0.01763  -1.31161  -0.81196  0.0040
H  2.16520  2.44681  -1.38871  0.0032
H  0.65041  2.77163  -2.20819  -0.0002
H  2.86656  0.95643  -3.26101  0.0002
H  2.54045  2.58633  -3.87416  0.0001
H  1.46058  0.67055  -5.21435  0.0001
H  0.36829  1.95796  -4.70035  0.0000
H  0.40644  -1.50587  -4.91461  0.0003
H  -0.83232  -0.33814  -5.37614  0.0001
C  -3.29242  0.27942  1.74443  0.0154
C  -1.89419  0.06117  1.42809  0.0687
N  -0.76110  -0.03695  1.28811  0.0346
H  -3.91454  0.08136  0.87200  0.0033
H  -3.41264  1.32246  2.04629  0.0019
H  -3.59887  -0.37454  2.55977  0.0025
Te  2.42514  -1.92113  0.51233  0.0076
C  0.84822  -3.34755  0.67153  0.0011
C  -0.17916  -3.19622  1.61101  0.0006
C  -1.20908  -4.12146  1.71312  0.0002
C  -1.24196  -5.23676  0.88391  0.0002
C  -0.22750  -5.40817  -0.04902  0.0000
C  0.79575  -4.47485  -0.15397  0.0004
H  -0.16388  -2.33350  2.26457  0.0006
H  -1.98934  -3.97423  2.45255  0.0001
H  -2.04028  -5.96425  0.96994  0.0000
H  -0.23372  -6.27371  -0.70271  0.0000
H  1.57823  -4.61911  -0.89064  0.0003

Output
- orbital gap (spin up / spin down) (eV) = 4.83 / 6.05
- 2S+1 = 3
- HOMO level (spin up / spin down) (eV) = -2.3 / -3.6
- charge = -1

=====

Model 2:
The following is a quantum chemistry calculation of C23H28N7OSTeTi as an isolated structure, from the Open Molecules 2025 dataset.

Last column: Löwdin spin population.
Atoms and positions in Å:
Ti  0.82356  0.39457  -0.35399  1.6176
N  3.73687  -3.07252  -0.45539  -0.0023
C  2.76846  -2.12311  -0.19057  0.0027
S  1.75840  -1.67316  -1.54838  0.0143
N  2.70945  -1.70860  1.03610  0.0055
N  1.80340  -0.67661  1.27531  0.0061
C  1.64767  -0.43220  2.52295  0.0641
C  0.79202  0.58198  3.11350  0.0031
C  0.69794  0.58675  4.51182  0.0101
C  -0.06872  1.49818  5.20787  -0.0013
C  -0.76715  2.46667  4.48301  0.0116
C  -0.69114  2.50156  3.10963  -0.0013
C  0.07725  1.57058  2.36683  0.0123
O  0.08494  1.65104  1.08393  0.0386
H  3.56623  -3.65032  -1.25947  0.0000
H  4.13199  -3.51867  0.35648  0.0000
H  2.21807  -1.05225  3.21806  0.0035
H  1.25893  -0.16661  5.05637  0.0003
H  -0.11827  1.46956  6.28841  -0.0004
H  -1.36966  3.20299  5.00344  0.0009
H  -1.22009  3.25635  2.53988  -0.0002
C  -1.61652  -3.98936  2.34725  0.0001
C  -0.55369  -3.95810  1.26686  0.0002
N  -0.45305  -2.62619  0.72675  0.0032
C  -1.45373  -1.70942  0.67198  0.0043
N  -1.22998  -0.60652  0.02773  0.0094
C  -2.32640  0.34712  -0.09326  0.0048
C  -3.23156  0.32512  1.12561  0.0005
C  -3.73428  -1.08819  1.32823  0.0003
N  -2.61437  -2.00567  1.35698  0.0010
C  -2.88191  -3.35777  1.79763  0.0003
H  -1.28078  -3.41658  3.21432  0.0000
H  -1.80886  -5.01654  2.66275  0.0000
H  -0.80601  -4.68795  0.48385  0.0000
H  0.42180  -4.23825  1.67147  0.0000
H  0.29288  -2.43749  0.05527  0.0017
H  -2.91166  0.12968  -0.99986  0.0002
H  -1.89302  1.33869  -0.20960  0.0018
H  -4.07541  1.00813  1.00300  0.0000
H  -2.65697  0.64578  1.99911  0.0001
H  -4.43807  -1.35738  0.52482  0.0000
H  -4.27172  -1.18554  2.27720  0.0000
H  -3.28580  -3.97450  0.97942  0.0001
H  -3.65286  -3.30389  2.57089  0.0000
C  -0.89654  2.25032  -4.33117  0.0212
C  -0.41380  1.73942  -3.06204  0.0992
N  -0.04299  1.34178  -2.04899  0.0457
H  -1.73121  1.64608  -4.68537  0.0032
H  -0.08524  2.22828  -5.06068  0.0033
H  -1.21729  3.28507  -4.21021  0.0047
Te  3.23040  1.97115  -0.90102  0.0044
C  2.81915  2.37757  -2.94436  0.0050
C  2.52657  3.66985  -3.38971  -0.0006
C  2.28235  3.93924  -4.73104  0.0004
C  2.31663  2.91594  -5.67034  -0.0012
C  2.59484  1.62237  -5.24274  0.0003
C  2.84683  1.35976  -3.90280  0.0004
H  2.49691  4.47601  -2.66707  -0.0001
H  2.07061  4.95594  -5.04386  0.0001
H  2.13762  3.12378  -6.71908  -0.0001
H  2.62586  0.80953  -5.96002  0.0001
H  3.06110  0.34655  -3.58368  0.0004

Output
- orbital gap (spin up / spin down) (eV) = 4.84 / 5.81
- 2S+1 = 3
- HOMO level (spin up / spin down) (eV) = -2.4 / -3.3
- charge = -1

=====

What should be chosen as the most stable of them? Choose model 2.

=====

Model 1:
The following is a quantum chemistry calculation of one molecule with the formula C3H8N2S, from the Open Molecules 2025 dataset.

Last column: Löwdin charge in e.
Atoms and positions in Å:
H  0.14538  -0.53837  1.93366  0.0036
N  0.96820  -0.67599  1.43034  0.1203
C  0.73587  -0.47407  0.17494  -0.5584
N  1.61501  -0.81256  -0.85194  0.1164
C  -0.58011  0.06495  -0.40253  -0.6328
C  -0.94360  1.46252  0.10802  -0.1158
S  -1.83824  -1.26651  -0.05883  0.7196
H  1.71632  -0.16264  -1.59517  0.0782
H  2.51443  -1.12404  -0.49002  0.1001
H  -0.56418  0.10323  -1.51110  0.0868
H  -0.90542  1.50865  1.17888  0.0624
H  -0.08313  2.08097  -0.16619  0.0824
H  -1.84668  1.94720  -0.21823  0.0705
H  -0.93386  -2.11334  0.46816  -0.1331

Output
- orbital gap (eV) = 9.99
- HOMO level (eV) = -9.2

=====

Model 2:
The following is a quantum chemistry calculation of one molecule with the formula C3H8N2S, from the Open Molecules 2025 dataset.

Last column: Löwdin charge in e.
Atoms and positions in Å:
C  -1.37930  0.39463  -0.35680  -0.4328
C  -0.76941  -0.28383  -1.62171  -0.4684
C  1.73776  -0.73690  1.28976  -0.2397
N  -0.49821  1.03092  0.55052  0.0461
N  1.11387  -0.26748  0.09575  -0.4187
S  0.30215  -1.44684  -0.78520  0.8738
H  -2.20615  1.01243  -0.87081  0.1337
H  -2.02145  -0.35453  0.15499  0.0970
H  -1.47440  -0.82796  -2.32252  0.0945
H  -0.23209  0.38148  -2.29954  0.0699
H  1.54054  -0.30171  2.22687  0.0496
H  1.57598  -1.85307  1.40835  0.0693
H  2.82079  -0.39808  1.09739  0.1021
H  0.05867  1.76287  0.21523  0.0236

Output
- orbital gap (spin up / spin down) (eV) = 8.22 / 8.20
- HOMO level (spin up / spin down) (eV) = -8.0 / -8.1

=====

What should be chosen as the most stable of them? Choose model 1.

=====

Model 1:
The following is a quantum chemistry calculation of a 2-piece molecular cluster, C3H10N4 overall, from the Open Molecules 2025 dataset.

Last column: Löwdin charge in e.
Atoms and positions in Å:
C  1.10287  -0.61250  0.55028  -0.2448
C  -2.13616  -0.32642  -0.20223  -0.0943
C  -2.05509  -1.10849  -1.19735  0.1606
N  2.37029  -0.96787  0.44813  0.1854
N  -2.39504  0.41604  0.77298  0.2516
N  0.48469  0.47712  0.24525  -0.0100
N  1.26390  1.59155  -0.27773  0.1812
H  0.43573  -1.36052  0.96449  0.1465
H  -1.23209  -1.19193  -1.88825  0.1101
H  -2.88208  -1.78365  -1.40919  0.1347
H  1.41770  1.52140  -1.29958  0.1904
H  2.66076  -1.87692  0.78120  0.1422
H  -2.16112  0.15915  1.73257  0.1735
H  -2.88660  1.30169  0.64438  0.1794
H  0.71357  2.44740  -0.10294  0.1849
H  3.11140  -0.40156  0.05834  0.1275
H  2.18729  1.71551  0.17964  0.1811

Output
- orbital gap (eV) = 10.80
- HOMO level (eV) = -18.5
- charge = +2

=====

Model 2:
The following is a quantum chemistry calculation of a 3-piece molecular cluster, C3H10N4 overall, from the Open Molecules 2025 dataset.

Last column: Löwdin charge in e.
Atoms and positions in Å:
C  3.55846  3.52330  -4.51863  -0.2359
C  -7.44117  -4.56798  7.37980  -0.0986
C  -5.29333  -7.58248  6.17477  0.6012
N  -8.54834  -4.28095  7.42951  0.0685
N  4.51433  3.17067  -5.40158  0.1409
N  3.25429  4.69774  -4.13813  0.0097
N  3.72219  6.03013  -4.46530  0.1956
H  3.08503  2.73576  -3.93570  0.1465
H  -5.09440  -8.54975  6.64197  0.0885
H  -6.00485  -7.73605  5.26861  0.1429
H  -4.73873  -6.68499  6.54415  0.1076
H  -9.53111  -4.15258  7.56746  0.0898
H  4.83151  2.23638  -5.74335  0.1568
H  5.05604  3.94860  -5.62278  0.0691
H  4.29362  6.13695  -5.26550  0.1421
H  2.85757  6.69363  -4.54755  0.2376
H  4.24394  6.30050  -3.69774  0.1376

Output
- orbital gap (eV) = 5.11
- HOMO level (eV) = -15.6
- charge = +2

=====

Model 3:
The following is a quantum chemistry calculation of a 2-piece molecular cluster, C3H10N4 overall, from the Open Molecules 2025 dataset.

Last column: Löwdin charge in e.
Atoms and positions in Å:
C  -1.82735  0.11916  0.03916  0.0865
C  -1.36189  0.59206  -1.24112  -0.0029
C  1.07426  0.26889  1.48721  0.0341
N  0.57525  1.46853  0.96002  0.2083
N  1.80104  -1.30874  -1.09395  0.1981
N  -0.44315  -0.23716  -0.51810  0.0132
N  0.65525  0.45364  0.06847  0.0160
H  -1.79230  0.96113  0.68860  0.1304
H  -2.46265  -0.68636  0.24243  0.1392
H  -1.71500  0.26742  -2.22763  0.1745
H  -1.07634  1.59995  -1.19368  0.1327
H  2.14099  0.02511  1.48743  0.1510
H  0.45700  -0.28329  2.16678  0.1474
H  0.93416  2.46032  0.97793  0.2419
H  1.89285  -2.20836  -0.48615  0.1031
H  2.69725  -1.31333  -1.51996  0.0327
H  -0.12405  -1.22052  -0.73522  0.1937

Output
- orbital gap (spin up / spin down) (eV) = 10.58 / 7.63
- HOMO level (spin up / spin down) (eV) = -20.5 / -20.4
- charge = +2

=====

Model 4:
The following is a quantum chemistry calculation of C3H10N4 as an isolated structure, from the Open Molecules 2025 dataset.

Last column: Löwdin charge in e.
Atoms and positions in Å:
C  1.01775  -0.12863  -0.33967  0.0627
C  2.31775  -0.06837  -0.16947  0.0476
C  -0.01723  0.65642  0.47577  -0.1655
N  3.51962  -0.30696  -0.07707  0.3075
N  -0.59987  1.67081  -0.21449  0.1419
N  -1.69106  -1.02411  -0.65353  0.0438
N  -1.44043  -0.57342  0.66278  0.0633
H  0.55907  -0.43968  -1.41895  0.2111
H  0.21231  0.82395  1.43926  0.1190
H  4.16948  0.43776  -0.11729  0.1675
H  3.98622  -1.21906  0.06813  0.2125
H  -1.19911  2.30298  0.28927  0.1376
H  -0.90260  1.55334  -1.18013  0.1297
H  -2.05242  -0.25939  -1.23918  0.1114
H  -2.41755  -1.69941  -0.81488  0.1225
H  -1.00533  -1.28712  1.17910  0.1443
H  -2.11387  0.02333  1.06396  0.1432

Output
- orbital gap (eV) = 9.30
- HOMO level (eV) = -18.6
- charge = +2

=====

What should be chosen as the most stable of them? Choose model 1.

=====

Model 1:
The following is a quantum chemistry calculation of one molecule with the formula C5H8N4O2S, from the Open Molecules 2025 dataset.

Last column: Löwdin charge in e.
Atoms and positions in Å:
C  2.46302  1.41040  -1.34367  -0.0807
C  1.04840  1.50215  -1.79221  -0.1930
O  0.11343  1.31736  -0.64471  0.0090
C  -0.20342  0.04980  -0.37449  -0.4319
O  0.26780  -0.88763  -1.01477  0.0628
C  -1.19890  -0.10300  0.67562  -0.1951
N  -1.98682  0.92710  0.91665  0.0509
N  -2.99597  0.63719  1.71590  -0.3704
S  -2.91384  -0.89807  2.47383  0.9724
C  -1.47582  -1.27919  1.48758  -0.5214
N  -0.88144  -2.41980  1.68095  -0.0792
N  0.24031  -2.75838  1.05114  -0.0002
H  2.61641  0.33601  -1.05021  0.0934
H  3.15936  1.65411  -2.13675  0.0805
H  2.61557  1.95675  -0.41712  0.0819
H  0.85374  2.50565  -2.20673  0.1260
H  0.82760  0.73992  -2.55120  0.1211
H  -3.33786  1.41261  2.31602  0.1174
H  0.33193  -2.32229  0.13930  0.0461
H  0.45650  -3.78069  1.07487  0.1102

Output
- orbital gap (eV) = 7.33
- HOMO level (eV) = -7.3

=====

Model 2:
The following is a quantum chemistry calculation of C5H8N4O2S as an isolated structure, from the Open Molecules 2025 dataset.

Last column: Löwdin charge in e.
Atoms and positions in Å:
C  -0.55859  -1.67513  1.45227  -0.0453
C  -1.73079  0.20461  0.94815  -0.2230
C  0.64967  -1.00357  0.91336  -0.2294
C  0.15934  -0.11542  -0.21182  -0.6127
C  -0.51163  0.30991  -2.97995  -0.3621
N  -1.56777  -0.92520  1.69338  0.1316
N  -1.06271  0.50871  -0.05874  0.0521
N  1.33442  1.41755  -0.18543  0.1149
N  1.21572  -0.17688  1.97348  -0.3735
O  2.29818  -0.45914  2.35837  0.1455
O  0.48524  0.72497  2.37674  0.0697
S  0.40877  -0.78629  -1.86566  0.8830
H  -0.53139  -2.70020  1.87254  0.1402
H  -2.52649  0.90078  1.05117  0.1175
H  1.47305  -1.58690  0.49555  0.1483
H  -1.53903  0.40663  -2.63765  0.0329
H  -0.39922  0.05190  -4.00702  0.0276
H  0.10757  1.21319  -2.70684  0.0279
H  1.21602  1.82564  -1.08352  -0.0031
H  1.07963  1.86483  0.60163  -0.0419

Output
- orbital gap (eV) = 7.86
- HOMO level (eV) = -9.0

=====

What should be chosen as the most stable of them? Choose model 1.